(1)
2 unconnected molecules or ions with the total composition C6H5BrCl2O at a distorted geometry. Source: OMol25; level of theory: ωB97M-V with the def2-TZVPD basis set.

The value obtained for the energy above the lowest of the compared OMol25 structures with the same formula, charge and spin is 27.6 kJ/mol. The LUMO energy comes out at 0.46 eV. The HOMO energy is -8.45 eV. Its HOMO-LUMO gap is 8.91 eV.

The geometry in ORCA input format:
```
! RIJCOSX wB97M-V def2-TZVPD def2/J DEFGRID3
* xyz 0 1
O 1.788 -1.983 -1.298
C 1.304 -1.936 -0.265
C 0.898 -1.891 0.930
C -0.287 -1.076 1.255
C -1.249 -0.799 0.359
Cl -1.140 -1.382 -1.245
Br -2.868 -0.021 0.974
H 1.695 -1.952 1.686
H -0.452 -0.752 2.309
C 0.606 1.772 -1.307
C -0.288 1.919 -0.306
Cl -1.829 2.706 -0.447
H 1.673 1.462 -1.190
H 0.285 2.340 -2.207
H -0.134 1.593 0.752
*
```

Here are the natural (NBO) charges for atoms 1 to 6, given in e: -0.4291 0.7539 -0.6025 -0.2257 -0.1959 0.0702

---

(2)
A gas-phase ion, C6H5BrNO2S (charge -1) at a distorted geometry. Source: OMol25; level of theory: ωB97M-V with the def2-TZVPD basis set.

The value obtained for the energy above the lowest of the compared OMol25 structures with the same formula, charge and spin is 15.8 kJ/mol. The LUMO energy comes out at 2.69 eV. The HOMO energy is -4.61 eV. Its HOMO-LUMO gap is 7.30 eV.

The geometry in ORCA input format:
```
! RIJCOSX wB97M-V def2-TZVPD def2/J DEFGRID3
* xyz -1 1
O 4.219 -1.145 -1.841
S 3.968 -1.256 -0.403
O 4.920 -2.121 0.275
Br 4.947 0.996 0.333
N 2.517 -1.729 0.070
C 1.400 -0.892 0.184
C 0.216 -1.369 0.739
C -0.855 -0.509 0.783
C -0.833 0.759 0.147
C 0.323 1.234 -0.392
C 1.437 0.387 -0.378
H 0.291 -2.444 1.059
H -1.681 -0.836 1.300
H -1.804 1.369 0.189
H 0.484 2.326 -0.782
H 2.285 0.807 -0.826
*
```

Here are the natural (NBO) charges for atoms 1 to 6, given in e: -0.9196 2.1741 -0.9243 -0.4930 -0.8375 0.1659

---

(3)
A single C6H5BrO4 molecule at a distorted geometry. Source: OMol25; level of theory: ωB97M-V with the def2-TZVPD basis set.

The LUMO energy comes out at 0.41 eV. The HOMO energy is -8.68 eV. Its HOMO-LUMO gap is 9.09 eV.

The geometry in ORCA input format:
```
! RIJCOSX wB97M-V def2-TZVPD def2/J DEFGRID3
* xyz 0 1
C -0.476 2.310 1.644
O -0.173 1.184 0.741
C 0.410 0.103 1.087
O 0.603 -0.441 2.119
C 0.742 -0.935 -0.391
C -0.506 -1.763 -0.447
C -1.489 -1.565 -1.265
O -2.515 -1.563 -1.795
C 1.111 -0.565 -1.999
O 0.347 -0.702 -2.904
Br 2.829 0.050 -2.172
H -0.029 3.111 1.139
H -0.277 2.333 2.727
H -1.546 2.513 1.312
H 1.722 -1.502 -0.076
H -0.757 -2.570 0.279
*
```

Here are the natural (NBO) charges for atoms 1 to 6, given in e: -0.2821 -0.5034 0.8814 -0.5764 -0.4003 -0.6098

---

(4)
A single C6H5Cl molecule at a distorted geometry. Source: OMol25; level of theory: ωB97M-V with the def2-TZVPD basis set.

The value obtained for the energy above the lowest of the compared OMol25 structures with the same formula, charge and spin is 70.7 kJ/mol. The LUMO energy comes out at 0.07 eV. The HOMO energy is -8.78 eV. Its HOMO-LUMO gap is 8.85 eV.

The geometry in ORCA input format:
```
! RIJCOSX wB97M-V def2-TZVPD def2/J DEFGRID3
* xyz 0 1
C -1.171 2.400 -0.082
C -0.694 1.255 0.097
C -0.419 -0.125 0.011
C -1.394 -1.169 0.026
C -2.682 -1.010 -0.044
C 0.803 -0.727 -0.103
Cl 2.425 -0.086 0.012
H -1.181 3.436 0.116
H -0.952 -2.136 0.229
H -3.035 0.009 0.041
H -3.495 -1.783 0.036
H 0.774 -1.816 -0.056
*
```

Here are the natural (NBO) charges for atoms 1 to 6, given in e: -0.1853 -0.0133 -0.1869 -0.1948 -0.3679 -0.1239

---

(5)
A molecular structure, C6H5Cl2LaNO3Tl at a distorted geometry. Source: OMol25; level of theory: ωB97M-V with the def2-TZVPD basis set.

The value obtained for the energy above the lowest of the compared OMol25 structures with the same formula, charge and spin is 0.0 kJ/mol. The LUMO energy (spin up / spin down) comes out at -20.03 / -21.45 eV. The HOMO energy (spin up / spin down) is -23.68 / -23.04 eV. Its HOMO-LUMO gap (spin up / spin down) is 3.65 / 1.59 eV.

The geometry in ORCA input format:
```
! RIJCOSX wB97M-V def2-TZVPD def2/J DEFGRID3
* xyz 4 1
Tl -1.909 4.716 -0.316
La 0.293 0.136 0.072
Cl -1.831 1.860 0.378
Cl 2.164 1.736 -0.463
C 0.965 -2.088 -1.136
C -4.364 3.356 -0.563
C -1.785 3.218 -2.726
O 1.298 -3.077 -1.646
O -5.016 2.464 -0.873
O -1.661 2.421 -3.538
C 2.611 -2.008 4.798
C 1.699 -2.773 3.812
C 1.167 -1.943 2.763
N 0.786 -1.222 1.921
H 3.467 -1.582 4.264
H 3.041 -2.645 5.575
H 2.052 -1.197 5.286
H 2.257 -3.601 3.341
H 0.852 -3.209 4.368
*
```

Here are the natural (NBO) charges for atoms 1 to 6, given in e: 1.2357 2.0751 -0.3727 -0.1386 0.3882 0.5013

---

(6)
2 unconnected molecules or ions with the total composition C6H5ClF3N3 at a distorted geometry. Source: OMol25; level of theory: ωB97M-V with the def2-TZVPD basis set.

The value obtained for the energy above the lowest of the compared OMol25 structures with the same formula, charge and spin is 0.0 kJ/mol. The LUMO energy comes out at 0.48 eV. The HOMO energy is -8.78 eV. Its HOMO-LUMO gap is 9.26 eV.

The geometry in ORCA input format:
```
! RIJCOSX wB97M-V def2-TZVPD def2/J DEFGRID3
* xyz 0 1
C -1.165 -1.573 -0.632
C -1.886 -0.574 0.076
C 0.618 -0.285 -0.320
C 0.016 0.641 0.511
C 2.571 0.102 -0.978
C 3.106 -0.788 0.130
N 0.117 -1.316 -0.872
N -1.378 0.539 0.560
N 0.501 1.783 0.964
F 4.424 -0.757 0.284
F 2.737 -2.025 -0.116
F 2.706 -0.440 1.338
Cl 3.085 1.697 -0.791
H -1.548 -2.612 -0.973
H -3.004 -0.775 -0.091
H 2.847 -0.276 -1.978
H 1.506 1.857 1.192
H -0.114 2.258 1.552
*
```

Here are the natural (NBO) charges for atoms 1 to 6, given in e: -0.0669 0.0090 0.2291 0.3017 -0.3599 0.9293

---

(7)
A single C6H5F5I2 molecule at a distorted geometry. Source: OMol25; level of theory: ωB97M-V with the def2-TZVPD basis set.

The value obtained for the energy above the lowest of the compared OMol25 structures with the same formula, charge and spin is 182.7 kJ/mol. The LUMO energy (spin up / spin down) comes out at -0.69 / 0.01 eV. The HOMO energy (spin up / spin down) is -7.86 / -8.79 eV. Its HOMO-LUMO gap (spin up / spin down) is 7.16 / 8.80 eV.

The geometry in ORCA input format:
```
! RIJCOSX wB97M-V def2-TZVPD def2/J DEFGRID3
* xyz 0 1
C 0.603 -0.368 -0.540
C 0.390 0.568 0.717
C -0.730 -0.062 1.607
C -0.341 0.088 -1.586
C -2.077 -0.112 0.881
C 2.034 -0.248 -1.122
F 0.211 1.877 0.348
F -0.257 -1.226 2.003
F -0.857 0.702 2.732
F -0.270 1.280 -2.165
F -2.668 -1.279 0.790
I -1.652 -1.153 -2.606
I -3.440 1.532 1.206
H 0.431 -1.443 -0.164
H 1.419 0.583 1.416
H 2.753 -0.330 -0.205
H 2.325 0.696 -1.447
H 2.125 -1.106 -1.864
*
```

Here are the natural (NBO) charges for atoms 1 to 6, given in e: -0.4151 0.1965 0.5234 0.2560 0.2230 -0.6048

---

(8)
A single C6H5FN2O2 molecule at a distorted geometry. Source: OMol25; level of theory: ωB97M-V with the def2-TZVPD basis set.

The value obtained for the energy above the lowest of the compared OMol25 structures with the same formula, charge and spin is 201.5 kJ/mol. The LUMO energy comes out at 0.71 eV. The HOMO energy is -10.29 eV. Its HOMO-LUMO gap is 11.00 eV.

The geometry in ORCA input format:
```
! RIJCOSX wB97M-V def2-TZVPD def2/J DEFGRID3
* xyz 0 1
C -0.377 -0.454 1.109
C 0.004 0.394 0.177
C 0.087 -0.020 -1.261
N 1.330 -0.648 -1.637
C 2.298 -0.793 -0.892
O 3.568 -1.252 -0.957
C 3.181 -0.650 0.259
F 3.168 -1.466 1.320
O 3.788 0.550 0.595
C 3.363 1.590 -0.027
N 2.982 2.513 -0.579
H -0.650 -1.474 0.881
H -0.393 -0.188 2.154
H 0.303 1.402 0.424
H -0.033 0.833 -1.933
H -0.693 -0.749 -1.496
*
```

Here are the natural (NBO) charges for atoms 1 to 6, given in e: -0.3677 -0.2239 -0.2723 -0.4020 0.4672 -0.4241

---

(9)
A single C6H5FS molecule at a distorted geometry. Source: OMol25; level of theory: ωB97M-V with the def2-TZVPD basis set.

The value obtained for the energy above the lowest of the compared OMol25 structures with the same formula, charge and spin is 372.8 kJ/mol. The LUMO energy comes out at -0.12 eV. The HOMO energy is -8.43 eV. Its HOMO-LUMO gap is 8.31 eV.

The geometry in ORCA input format:
```
! RIJCOSX wB97M-V def2-TZVPD def2/J DEFGRID3
* xyz 0 1
F 0.209 2.734 0.077
C -0.041 1.405 -0.358
C -1.284 0.798 -0.092
C -1.230 -0.720 0.224
S 0.166 -1.423 1.212
C -0.013 -1.458 -0.397
C 0.939 -0.601 -1.181
C 1.061 0.715 -1.000
H -2.329 1.369 0.078
H -2.025 -1.637 0.277
H -0.411 -2.344 -0.886
H 1.654 -1.324 -1.625
H 1.995 1.262 -1.094
*
```

Here are the natural (NBO) charges for atoms 1 to 6, given in e: -0.3427 0.3947 -0.2910 -0.3140 0.2452 -0.4710

---

(10)
2 unconnected molecules or ions with the total composition C6H5IN2O at a distorted geometry. Source: OMol25; level of theory: ωB97M-V with the def2-TZVPD basis set.

The value obtained for the energy above the lowest of the compared OMol25 structures with the same formula, charge and spin is 54.4 kJ/mol. The LUMO energy comes out at -0.22 eV. The HOMO energy is -9.90 eV. Its HOMO-LUMO gap is 9.68 eV.

The geometry in ORCA input format:
```
! RIJCOSX wB97M-V def2-TZVPD def2/J DEFGRID3
* xyz 0 1
C -0.408 2.623 -1.552
C -0.402 2.102 -0.492
C -0.360 1.455 0.765
O -0.340 1.912 1.897
N -0.424 0.076 0.578
C -0.555 -1.006 1.519
C -0.587 -2.130 0.744
C -0.470 -1.682 -0.604
N -0.399 -0.395 -0.672
H -0.434 2.932 -2.483
H -0.664 -0.715 2.566
H -0.741 -3.210 0.986
H -0.586 -2.414 -1.368
I 3.362 -0.160 -0.227
H 3.009 0.612 -1.657
*
```

Here are the natural (NBO) charges for atoms 1 to 6, given in e: -0.0687 -0.1138 0.6240 -0.5150 -0.2336 -0.0334

---

(11)
A single C6H5N molecule at a distorted geometry. Source: OMol25; level of theory: ωB97M-V with the def2-TZVPD basis set.

The value obtained for the energy above the lowest of the compared OMol25 structures with the same formula, charge and spin is 384.4 kJ/mol. The LUMO energy comes out at 0.96 eV. The HOMO energy is -9.33 eV. Its HOMO-LUMO gap is 10.29 eV.

The geometry in ORCA input format:
```
! RIJCOSX wB97M-V def2-TZVPD def2/J DEFGRID3
* xyz 0 1
C -2.379 0.658 1.104
C -1.385 0.142 0.656
C -0.675 -0.787 -0.194
N 0.463 -1.626 0.157
C 0.661 -0.585 -0.852
C 1.457 0.586 -0.534
C 2.127 1.553 -0.274
H -3.184 1.189 1.552
H -1.515 -1.261 -0.694
H 0.896 -1.350 1.036
H 0.817 -0.976 -1.857
H 2.698 2.425 -0.036
*
```

Here are the natural (NBO) charges for atoms 1 to 6, given in e: -0.1940 -0.0467 -0.1368 -0.5362 -0.1395 -0.0495

---

(12)
A single C6H5N molecule at a distorted geometry. Source: OMol25; level of theory: ωB97M-V with the def2-TZVPD basis set.

The value obtained for the energy above the lowest of the compared OMol25 structures with the same formula, charge and spin is 547.3 kJ/mol. The LUMO energy comes out at 0.04 eV. The HOMO energy is -9.30 eV. Its HOMO-LUMO gap is 9.34 eV.

The geometry in ORCA input format:
```
! RIJCOSX wB97M-V def2-TZVPD def2/J DEFGRID3
* xyz 0 1
N -1.104 -0.426 -2.250
C -1.031 0.371 -1.097
C -0.633 0.548 0.187
C -0.454 -0.885 0.535
C 0.738 -1.062 1.099
C 1.542 0.320 0.989
C 0.687 1.273 0.409
H -1.559 0.937 0.908
H -0.813 -1.868 -0.106
H 1.221 -2.056 1.317
H 2.828 0.340 0.807
H 0.958 2.238 0.091
*
```

Here are the natural (NBO) charges for atoms 1 to 6, given in e: -0.3224 0.3170 -0.4764 -0.1847 -0.2185 -0.1974

---

| no. | M (g/mol) |
| --- | --- |
| 1 | 243.92 |
| 2 | 235.08 |
| 3 | 221.01 |
| 4 | 112.56 |
| 5 | 553.31 |
| 6 | 211.57 |
| 7 | 425.90 |
| 8 | 156.12 |
| 9 | 128.17 |
| 10 | 248.02 |
| 11 | 91.11 |
| 12 | 91.11 |